{
  "formula": "C12H24O12",
  "method": "wB97M-V/def2-TZVPD",
  "multiplicity": 2,
  "orbital_gap_ev": [9.3, 1.9],
  "total_energy_ha": -1374.07434,
  "charge": 1,
  "species": ["C", "O", "C", "O", "O", "C", "H", "H", "H", "H", "H", "H", "C", "O", "C", "O", "O", "C", "H", "H", "H", "H", "H", "H", "C", "O", "C", "O", "O", "C", "H", "H", "H", "H", "H", "H", "C", "O", "C", "O", "O", "C", "H", "H", "H", "H", "H", "H"],
  "coordinates": [[-0.028905, -0.482495, -5.377523], [-0.146085, 0.212699, -4.147797], [-1.259364, 0.829642, -3.731511], [-2.359762, 0.806051, -4.275246], [-0.970043, 1.638795, -2.711267], [-1.911671, 2.293802, -1.900939], [1.041927, -0.655878, -5.484126], [-0.475635, -0.010088, -6.252378], [-0.390766, -1.503339, -5.254924], [-1.401027, 2.947835, -1.194115], [-2.514111, 1.524038, -1.418638], [-2.362261, 3.007227, -2.590938], [2.162571, 1.202457, -1.862696], [2.163775, 0.128082, -1.037486], [2.976031, -0.850896, -1.284739], [3.972226, -0.873017, -1.946313], [2.564810, -1.874313, -0.504495], [3.360072, -3.052825, -0.400275], [2.462710, 2.047533, -1.243115], [1.095871, 1.388458, -1.987841], [2.727902, 1.054492, -2.782802], [3.942460, -3.229891, -1.304474], [2.748712, -3.920530, -0.152450], [4.075299, -2.806157, 0.384392], [-4.438543, -4.090481, 1.854986], [-3.836204, -3.089211, 1.037332], [-2.791141, -3.419667, 0.308667], [-2.405610, -4.599935, 0.116678], [-2.130223, -2.307247, -0.007929], [-0.803793, -2.420171, -0.566730], [-4.673220, -5.013870, 1.325485], [-5.465750, -3.750152, 1.985856], [-3.964410, -4.273033, 2.819336], [-0.539336, -1.386503, -0.789633], [-0.772155, -3.090600, -1.425587], [-0.110532, -2.859551, 0.150512], [0.107490, 3.766883, 6.477733], [0.026501, 3.240706, 5.164935], [0.868530, 3.593235, 4.225617], [1.683121, 4.465642, 4.318746], [0.757909, 2.742263, 3.254231], [1.567715, 2.731234, 2.100056], [1.058047, 3.961917, 6.974220], [-0.416282, 3.082304, 7.144893], [-0.537074, 4.639580, 6.582845], [1.378805, 1.842485, 1.497931], [2.569365, 2.862612, 2.509356], [1.392057, 3.549878, 1.402160]],
  "atomic_forces_ev_per_a": [[0.413, -1.732, -0.742], [-1.755, 1.612, 1.642], [1.634, -0.052, -1.050], [0.650, -0.101, 0.705], [1.662, -1.573, -1.200], [-1.026, 0.902, 0.030], [-0.013, 0.591, -0.220], [0.028, 0.277, 0.365], [-0.565, 0.150, 0.001], [0.424, -0.563, 0.098], [-0.409, 0.573, -0.020], [-0.998, -0.191, 0.395], [-0.216, 1.566, -0.208], [-1.126, -0.208, 0.950], [1.856, -3.719, 1.434], [-0.259, 0.692, -0.688], [-1.099, 0.535, -0.546], [1.171, 0.382, -0.054], [0.457, 0.427, -0.365], [-0.493, 0.342, -0.741], [-0.078, 0.189, 0.149], [-0.235, 0.002, -0.103], [-0.143, 0.416, 0.031], [0.063, -0.559, 0.171], [-1.912, -0.555, -0.518], [-0.113, 0.388, 0.121], [1.873, -3.946, 0.723], [-0.884, 3.622, 0.002], [0.126, 0.141, -0.540], [-0.418, -0.472, 0.248], [1.006, -0.176, -0.178], [0.204, 0.551, 0.561], [0.339, 0.242, -0.341], [0.190, -0.249, -0.115], [-0.254, 0.259, -0.210], [-0.106, 0.256, 0.228], [-1.277, 0.542, 1.367], [-0.760, -0.825, 0.694], [1.563, 0.848, 1.214], [0.434, 0.739, -0.336], [-2.044, -1.927, -1.822], [0.885, 1.105, 0.358], [0.408, -0.060, -1.006], [0.151, -0.575, -0.381], [0.371, 0.441, -0.437], [0.151, -0.371, 0.753], [0.406, -0.430, -0.772], [-0.283, 0.493, 0.355]]
}

{
  "formula": "C12H24O18Rb3S3",
  "method": "wB97M-V/def2-TZVPD",
  "e_above_lowest_ev": 0.000,
  "orbital_gap_ev": 8.4,
  "total_energy_ha": -3092.70479,
  "charge": 1,
  "species": ["Rb", "Rb", "Rb", "S", "O", "O", "O", "O", "C", "C", "O", "C", "O", "O", "C", "H", "H", "H", "H", "H", "H", "H", "H", "C", "C", "O", "C", "O", "O", "C", "H", "H", "H", "H", "H", "H", "H", "H", "C", "C", "O", "S", "O", "O", "O", "H", "H", "H", "H", "C", "C", "O", "S", "O", "O", "O", "H", "H", "H", "H"],
  "coordinates": [[1.161613, -0.713187, -1.581517], [-0.562823, 3.538815, 3.242515], [3.412273, 3.766079, 0.816319], [0.786599, 1.253691, 1.015607], [-0.638465, 1.673262, 1.059163], [1.428137, 1.692343, -0.237686], [1.471056, 1.951050, 2.149767], [0.905712, -0.187565, 1.215941], [-6.278060, 0.579993, -4.176403], [-4.904562, 0.170002, -3.705469], [-4.318394, 1.336954, -3.099457], [-3.033372, 1.286549, -2.840712], [-2.343304, 0.301259, -2.825937], [-2.616782, 2.515370, -2.542115], [-1.278120, 2.567665, -2.094196], [-6.199058, 1.413326, -4.872341], [-6.930009, 0.871769, -3.350360], [-6.809929, -0.245493, -4.650898], [-4.364058, -0.200540, -4.578511], [-4.901276, -0.611950, -2.946622], [-0.586318, 2.720197, -2.928685], [-1.015804, 1.624219, -1.629932], [-1.128891, 3.390919, -1.402211], [7.081402, -3.280705, -4.024461], [5.734927, -2.804061, -3.502846], [5.779540, -2.587018, -2.089259], [4.730868, -2.102104, -1.466844], [3.619179, -2.000399, -1.965813], [5.083838, -1.762001, -0.239780], [4.138855, -1.215088, 0.683899], [6.907118, -3.677434, -5.021156], [7.614362, -3.965797, -3.368093], [7.770556, -2.433702, -4.103814], [5.038469, -3.634546, -3.644984], [5.422007, -1.935729, -4.078575], [3.596700, -0.355560, 0.285865], [4.655974, -0.912571, 1.586486], [3.412738, -2.001800, 0.889010], [2.209956, -0.483284, 4.131102], [0.720790, -0.221741, 4.310048], [0.282082, -0.982090, 5.433729], [1.533058, -1.627271, 6.238132], [1.730682, -2.997578, 5.871204], [1.477376, -1.285848, 7.624137], [2.642247, -0.693010, 5.484154], [2.783910, 0.366299, 3.783596], [2.391192, -1.355730, 3.501485], [0.150952, -0.565093, 3.452899], [0.575743, 0.848231, 4.475686], [-3.453128, 0.783010, 0.866208], [-3.656897, 1.759308, 2.021932], [-4.860542, 1.334605, 2.655127], [-5.906964, 0.964676, 1.460326], [-6.533249, 2.180461, 0.994401], [-6.761854, -0.146674, 1.791057], [-4.756608, 0.494273, 0.415735], [-2.902248, -0.119767, 1.145189], [-2.844277, 1.231961, 0.082240], [-3.843326, 2.738610, 1.569062], [-2.821596, 1.750437, 2.716654]],
  "atomic_forces_ev_per_a": [[-0.266, -0.268, -0.217], [-0.066, -0.309, -0.143], [-0.339, -0.547, -0.072], [-0.934, 0.484, 1.439], [0.195, 0.138, -0.105], [0.492, 0.291, -0.686], [0.652, 0.834, 0.325], [0.194, -0.478, -0.564], [-0.557, -0.056, 0.464], [-0.578, -0.427, 0.027], [-0.032, 0.256, -0.682], [-0.311, 0.061, 0.210], [0.399, -0.587, -0.166], [-0.094, 0.394, 0.175], [1.006, -0.109, -0.176], [-0.043, -0.036, -0.050], [0.216, 0.192, 0.061], [0.298, -0.066, -0.193], [0.558, 0.315, 0.244], [-0.192, -0.091, -0.090], [-0.197, -0.002, -0.124], [0.068, 0.158, 0.318], [-0.402, -0.019, 0.094], [0.430, 1.133, 0.462], [-0.189, -1.615, -0.411], [0.944, 0.613, 0.353], [-0.735, -0.044, -0.559], [0.311, 0.295, 0.527], [0.716, 0.346, 0.256], [-0.886, -0.527, -0.578], [0.213, -0.225, 0.024], [-0.471, -0.430, -0.078], [-0.110, 0.013, -0.201], [-0.291, 0.333, -0.196], [-0.263, 0.190, 0.395], [0.133, 0.012, -0.182], [0.289, -0.225, -0.070], [-0.105, 0.181, 0.330], [-0.049, -0.210, 0.389], [-0.085, 0.147, -0.882], [0.582, -0.424, 0.763], [0.625, 0.080, 0.097], [-0.353, 0.964, -0.143], [-0.052, 0.135, -1.096], [-0.327, -0.865, 0.765], [-0.254, 0.104, -0.239], [0.082, -0.066, 0.157], [0.007, 0.212, -0.093], [-0.234, -0.122, 0.271], [1.255, 0.135, 0.256], [0.042, 0.086, -0.908], [-0.660, -0.550, -0.226], [-1.232, 0.090, -0.361], [1.089, -1.212, 0.430], [1.594, 1.249, -0.066], [-1.224, -0.081, 0.119], [-0.447, -0.109, 0.228], [-0.363, 0.156, -0.094], [0.221, 0.205, 0.346], [-0.273, -0.100, 0.130]]
}

{
  "formula": "C12H24O3Rb",
  "method": "wB97M-V/def2-TZVPD",
  "orbital_gap_ev": 9.9,
  "total_energy_ha": -721.20202,
  "charge": 1,
  "species": ["Rb", "C", "C", "C", "O", "C", "H", "H", "H", "H", "H", "H", "H", "H", "C", "C", "C", "O", "C", "H", "H", "H", "H", "H", "H", "H", "H", "C", "C", "C", "O", "C", "H", "H", "H", "H", "H", "H", "H", "H"],
  "coordinates": [[9.602225, 10.941465, 6.618960], [10.372775, 14.483375, 4.031690], [9.435975, 14.756675, 5.191350], [10.439085, 14.514555, 6.356660], [11.196045, 13.437835, 5.990120], [11.256915, 13.359505, 4.557610], [11.016595, 15.342095, 3.841400], [9.948695, 14.173115, 3.076710], [8.656035, 14.009535, 5.338280], [8.933185, 15.722805, 5.147890], [10.040475, 14.428775, 7.367530], [11.098615, 15.372645, 6.486250], [10.787845, 12.412465, 4.290800], [12.266115, 13.403775, 4.148140], [5.764815, 13.623755, 8.360970], [5.055265, 13.094345, 7.105130], [5.977485, 12.103925, 6.469880], [7.288705, 12.598245, 6.996590], [7.210595, 13.669715, 7.878360], [5.643565, 12.977265, 9.230130], [5.407975, 14.582325, 8.737680], [4.806945, 13.934145, 6.456150], [4.088705, 12.672065, 7.379990], [5.997525, 12.208115, 5.385060], [5.683515, 11.110695, 6.809270], [7.423705, 14.608045, 7.366280], [7.968265, 13.624265, 8.660650], [10.503635, 6.161845, 7.418140], [11.119065, 6.331785, 6.055640], [11.031285, 7.810165, 5.702160], [11.109525, 8.412985, 6.968530], [11.040895, 7.440025, 8.055420], [10.799015, 5.240935, 7.920910], [9.425445, 6.106265, 7.268090], [10.753295, 5.661005, 5.278240], [12.180065, 6.088855, 6.113520], [10.038845, 7.977735, 5.283720], [11.890665, 8.155095, 5.127190], [10.444065, 7.804035, 8.891720], [12.040095, 7.274095, 8.458130]],
  "atomic_forces_ev_per_a": [[0.212, 0.079, 0.084], [0.501, -0.149, -0.410], [0.219, -0.312, 0.917], [-0.764, 2.869, 0.326], [0.993, -2.062, -0.337], [-0.688, -0.077, -0.118], [-0.222, 0.222, 0.011], [-0.308, 0.191, 0.115], [-0.153, -0.217, -0.471], [0.325, 0.068, 0.200], [-0.460, -0.672, -0.120], [0.122, 0.477, -0.311], [0.246, -0.356, -0.251], [0.088, -0.092, 0.392], [0.228, 0.226, 0.362], [-1.717, 1.013, 0.724], [0.692, 1.815, 0.947], [0.830, -2.673, -1.559], [-1.076, 0.951, 0.588], [0.145, -0.453, -0.187], [-0.097, 0.140, -0.461], [0.257, 0.016, -0.175], [0.018, -0.185, -0.077], [0.105, -0.327, 0.082], [0.830, -0.238, -0.047], [-0.160, 0.191, -0.318], [-0.044, -0.548, 0.144], [-0.129, 0.329, -0.418], [1.373, -1.120, -1.432], [-0.166, -1.515, 0.811], [-0.319, 1.165, 1.832], [-0.278, -0.273, -0.035], [0.179, 0.182, -0.002], [-0.209, 0.385, 0.508], [-0.345, 0.114, 0.036], [0.195, -0.046, 0.127], [0.042, 0.506, -0.567], [-0.424, 0.018, -0.443], [-0.200, 0.352, -0.278], [0.159, 0.008, -0.189]]
}

{
  "formula": "C12H25BCl6F2N3O2",
  "method": "wB97M-V/def2-TZVPD",
  "orbital_gap_ev": 9.7,
  "total_energy_ha": -3772.52323,
  "charge": 1,
  "species": ["O", "B", "O", "C", "N", "C", "N", "C", "F", "C", "N", "C", "C", "F", "H", "H", "H", "H", "H", "H", "H", "H", "H", "H", "H", "H", "H", "Cl", "C", "C", "Cl", "H", "H", "H", "H", "Cl", "C", "C", "Cl", "H", "H", "H", "H", "Cl", "C", "C", "Cl", "H", "H", "H", "H"],
  "coordinates": [[-2.676457, 1.109441, -3.483146], [-1.386636, 1.752369, -3.469318], [-1.029066, 2.638568, -4.504198], [-0.405229, 1.368500, -2.240027], [-0.429623, -0.100858, -1.917576], [0.013437, -0.513234, -0.766224], [-0.036326, -1.920154, -0.397985], [-0.477096, -1.788212, 1.012829], [-0.349347, -2.903895, 1.830703], [0.695848, -0.798293, 1.479453], [0.540175, 0.185267, 0.352384], [1.706862, 1.078308, 0.153221], [2.840982, 0.492837, -0.762566], [3.182369, -0.834343, -0.427486], [-2.534111, 0.342849, -4.069937], [-0.129801, 2.476750, -4.827481], [0.662236, 1.678228, -2.405240], [-0.750667, 1.879161, -1.287472], [-0.817818, -0.723013, -2.629708], [0.839219, -2.442392, -0.534372], [-1.381252, -1.109165, 1.188312], [1.690637, -1.328592, 1.488755], [0.476798, -0.203795, 2.412715], [2.127911, 1.429652, 1.146573], [1.355558, 2.027227, -0.350646], [2.583091, 0.500678, -1.857014], [3.749280, 1.146653, -0.603536], [-2.821523, 1.219862, 4.882423], [-3.974088, 0.813744, 3.586907], [-4.139315, -0.680662, 3.418980], [-2.669060, -1.449471, 2.763148], [-3.627949, 1.284373, 2.667040], [-4.929641, 1.261772, 3.860726], [-4.945287, -0.887013, 2.714009], [-4.381066, -1.166908, 4.363330], [1.865701, 4.628749, -0.993710], [2.484660, 5.492111, 0.439313], [3.534069, 4.693495, 1.182255], [2.849400, 3.253880, 1.987518], [1.637145, 5.733789, 1.079491], [2.918311, 6.425728, 0.080385], [3.978937, 5.308697, 1.964814], [4.330232, 4.360816, 0.517162], [1.106308, -4.374948, -1.993605], [0.418136, -5.550407, -0.840736], [-0.906254, -6.104693, -1.316593], [-2.195186, -4.874813, -1.292950], [0.322406, -5.058814, 0.127561], [1.144103, -6.357863, -0.742327], [-1.226339, -6.911730, -0.656945], [-0.834673, -6.500238, -2.329205]],
  "atomic_forces_ev_per_a": [[2.464, 0.401, -0.108], [-1.089, 0.224, -0.996], [-0.336, -1.910, 1.319], [0.499, 0.177, 0.578], [0.507, 1.752, 0.133], [1.575, -2.447, 2.557], [-2.717, 0.709, -0.507], [3.672, 2.345, 1.721], [-0.889, 0.516, -1.657], [-1.207, 0.369, -0.078], [0.461, -0.740, -1.992], [0.207, 1.072, -0.612], [0.235, 0.663, 0.266], [-0.428, 0.833, -0.086], [-0.797, 0.372, -0.038], [-0.076, 0.567, 0.291], [-0.983, -0.221, 0.080], [0.276, -0.315, -1.131], [0.259, -0.259, 0.923], [-0.242, 0.425, 0.045], [0.829, -2.046, -1.019], [-0.970, 0.686, -0.022], [0.343, -0.932, -0.796], [-0.903, -1.213, -1.464], [0.555, -0.927, 0.633], [0.101, -0.078, 1.007], [-0.894, -0.759, -0.253], [0.063, -0.011, -0.054], [-0.104, -0.010, -0.043], [-0.340, 0.135, 0.117], [-0.848, 0.031, 0.831], [0.027, -0.072, 0.070], [0.030, -0.104, 0.010], [0.095, 0.043, -0.012], [0.139, 0.052, -0.044], [-0.055, -0.063, -0.082], [0.116, 0.132, 0.291], [0.146, 0.300, -0.103], [0.315, 0.700, 0.397], [0.030, -0.114, -0.071], [0.040, -0.106, -0.011], [-0.103, -0.017, -0.031], [-0.119, -0.042, 0.028], [0.188, -0.060, -0.169], [-0.120, -0.259, 0.235], [0.076, -0.119, 0.001], [0.005, 0.047, -0.031], [-0.066, 0.031, -0.110], [-0.045, 0.044, -0.091], [0.070, 0.088, 0.026], [0.008, 0.112, 0.053]]
}